Formula: C6H18OPSi
Source: OMol25
Level of theory: ωB97M-V/def2-TZVPD

Structure (ORCA input):
```
! wB97M-V def2-TZVPD RIJCOSX def2/J DEFGRID3
* xyz 1 1
C 2.2878 -0.0011 -0.3767
C 1.2545 -0.6698 1.7389
C 0.5459 -1.8735 -0.3378
C -0.4113 0.9095 -1.9009
C -0.1913 2.7067 1.3392
C 1.0372 -0.5552 0.2424
O -1.7927 0.0392 0.3606
Si -3.2152 -0.7856 -0.0936
P -0.4036 0.6122 -0.0617
H 3.2036 -0.7970 -0.0994
H 2.5228 1.0800 -0.1814
H 2.1759 -0.0747 -1.5092
H 1.7787 -1.5967 1.7517
H 0.2100 -0.8161 2.0911
H 1.7909 0.2263 1.9690
H -0.3814 -2.2000 0.1667
H 0.1276 -1.9972 -1.4164
H 1.0697 -2.8307 -0.4219
H -0.5081 0.0900 -2.5179
H 0.6469 1.2233 -2.2373
H -0.9997 1.7939 -2.2676
H 0.3350 2.2985 2.3248
H -1.2782 2.9063 1.5452
H 0.4522 3.2650 0.6125
H -2.5779 -2.1732 -0.2426
H -3.5627 -0.2441 -1.4164
H -4.1166 -0.5360 0.9388
*
```

Output
relative energy (zero: lowest compared OMol25 entry of this formula, charge and spin) = 0.000 eV
HOMO level = -0.505 Ha

Results of the natural (NBO) charge analysis, in e, for atoms 1 through 5: -0.642 -0.609 -0.698 -1.022 -0.589

***

Formula: C3H2N2OS
Source: OMol25
Level of theory: ωB97M-V/def2-TZVPD

Structure (ORCA input):
```
! wB97M-V def2-TZVPD RIJCOSX def2/J DEFGRID3
* xyz 0 1
C 1.1215 -0.7432 0.4200
C 1.0173 0.7913 0.1854
C 0.0618 -1.3129 -0.1201
N -1.0631 -0.9930 -0.6181
N 0.0944 1.5043 -0.1038
O -2.9743 0.5542 -1.0077
S -2.0043 0.1879 -0.0481
H 1.7330 -1.2333 1.0763
H 2.0137 1.2448 0.2161
*
```

Output
relative energy (zero: lowest compared OMol25 entry of this formula, charge and spin) = 4.619 eV
HOMO level (alpha / beta) = -0.344 / -0.329 Ha

Results of the natural (NBO) charge analysis, in e, for atoms 1 through 5: -0.454 -0.010 0.420 -0.723 -0.351